118
Properties=species:S:1:pos:R:3:mulliken_charge:R:1 method="wB97M-V/def2-TZVPD" total_charge=0 e_tot_ha=-2407.687674 lumo_ev=-0.3820 homo_lumo_gap_ev=7.409 e_above_lowest_kcal_mol=209.9 smiles="NC(N)=O.NC(N)=O.NC(N)=O.NC(N)=O.NC(N)=O.CC(C)O.CC(C)O.CC(C)O.CC(C)O.CC(C)O.CC(C)O.CO"
N -13.67400 0.68400 -31.15600 1.56
C -13.65400 -0.27600 -32.06000 0.20
N -14.76900 -0.95800 -32.03800 -0.37
O -12.59400 -0.82200 -32.80700 -0.71
H -12.81900 1.17000 -31.00900 -0.89
H -14.59800 1.29800 -31.19000 -0.44
H -14.52700 -1.76500 -32.61500 0.31
H -15.53900 -1.03600 -31.25900 0.31
N -10.13300 1.32000 -32.51800 -0.13
C -10.48300 0.78700 -31.35500 0.08
N -11.30600 1.57500 -30.71900 1.46
O -9.92700 -0.38100 -30.84100 -0.82
H -9.45500 0.74500 -33.15400 0.31
H -10.65200 2.15200 -32.86800 -0.02
H -11.50600 1.22300 -29.79000 -0.42
H -11.56900 2.60300 -30.92500 -0.36
N -15.47700 1.33000 -28.05700 0.75
C -15.05500 0.15600 -27.82500 0.09
N -14.23800 -0.26400 -28.78100 -0.45
O -15.40500 -0.49700 -26.69300 -0.81
H -16.14500 1.66800 -27.38100 0.25
H -15.05200 2.06400 -28.58500 -0.84
H -14.09100 0.15900 -29.74900 1.14
H -13.74200 -1.17400 -28.49500 0.25
N -14.96900 4.38500 -29.58900 1.32
C -13.78600 3.82600 -29.46600 -1.52
N -13.61800 3.31100 -28.38300 1.50
O -12.79800 3.71700 -30.49300 1.59
H -14.86800 5.20600 -30.26100 -1.29
H -15.80700 4.35900 -28.91000 -0.17
H -12.84000 2.63200 -28.22200 -1.05
H -14.25900 3.26900 -27.51100 0.42
N -15.77800 2.38800 -31.17500 2.22
C -15.87600 2.47400 -32.44700 -0.57
N -16.20000 1.35000 -32.97800 0.01
O -15.58900 3.59300 -33.19400 -0.72
H -15.48500 3.22300 -30.69500 -1.48
H -16.43900 1.69000 -30.75700 0.31
H -16.26500 1.14200 -33.94600 0.35
H -16.05800 0.47900 -32.43500 0.12
C -10.57900 5.03000 -27.94300 -1.43
C -9.94100 4.31800 -29.06200 2.13
C -9.84300 5.15600 -30.32900 -0.53
O -8.71700 4.07100 -28.96300 -0.56
H -10.14800 6.06200 -27.85100 0.45
H -10.34000 4.48600 -27.05600 0.38
H -11.62000 5.18100 -28.06700 0.01
H -10.38600 3.36700 -29.09800 -0.84
H -9.30100 6.12800 -30.17600 0.48
H -10.86400 5.38400 -30.68900 -0.45
H -9.31700 4.63400 -31.17300 0.20
H -8.32300 4.24300 -28.04800 0.44
C -14.11400 6.57700 -32.05000 0.24
C -15.03800 7.56300 -31.34600 -0.08
C -16.52000 7.28700 -31.67100 -0.76
O -14.90100 7.37500 -30.15100 -0.41
H -13.14000 6.48400 -31.60000 -0.14
H -13.93400 6.89300 -33.15300 0.28
H -14.45600 5.50700 -32.00100 -0.54
H -14.88900 8.60600 -31.57500 0.69
H -17.29500 7.86400 -31.29200 0.46
H -16.61700 6.31700 -31.21500 -0.42
H -16.65900 7.12600 -32.75900 0.32
H -14.19500 7.94800 -29.84400 0.35
C -18.77100 3.40200 -31.17800 -0.24
C -19.84800 3.02500 -30.19800 0.33
C -20.77200 1.88900 -30.74800 -1.41
O -19.37700 2.65700 -29.05800 -0.59
H -19.17200 4.08600 -31.89400 0.59
H -18.40300 2.46400 -31.64600 0.05
H -18.00800 3.99600 -30.72800 -0.52
H -20.46100 3.94500 -30.15200 0.26
H -20.26700 0.91000 -30.98500 0.29
H -21.21100 2.17400 -31.73500 0.36
H -21.68700 1.62800 -30.11400 0.36
H -19.95900 3.04100 -28.37800 0.39
C -14.63800 4.13300 -23.94400 -1.66
C -14.19700 3.43400 -25.22100 0.60
C -13.78500 1.93900 -24.96700 -0.81
O -15.08200 3.58700 -26.09200 -0.43
H -14.53100 5.19200 -24.13600 0.43
H -13.78900 3.95000 -23.27800 0.40
H -15.53400 3.91600 -23.39200 0.38
H -13.28400 3.95200 -25.58500 -0.03
H -12.95100 1.96200 -24.23500 0.39
H -13.48700 1.37800 -25.83100 -0.16
H -14.52300 1.31500 -24.52700 0.48
H -15.79100 3.02300 -25.88000 0.25
C -10.05500 -0.30800 -27.65300 -1.86
C -11.20200 0.67200 -27.19700 0.49
C -10.42900 1.81100 -26.51900 -1.12
O -11.96100 1.12000 -28.08600 -0.11
H -9.52000 -0.62500 -26.73800 0.45
H -9.24200 0.13000 -28.21300 0.36
H -10.39700 -1.14200 -28.24700 0.39
H -11.78200 0.17400 -26.45500 0.50
H -10.02600 1.43700 -25.55000 0.53
H -11.00700 2.70100 -26.24100 -0.13
H -9.70300 2.25900 -27.24600 0.27
H -12.84000 0.71000 -28.20600 -0.68
C -11.87500 4.74200 -34.91900 -1.76
C -12.14800 3.98800 -33.64200 3.50
C -12.62800 2.58000 -33.97600 -1.72
O -11.17600 3.92000 -32.82100 -0.84
H -12.90500 4.90400 -35.38200 0.32
H -11.14900 4.20200 -35.58200 0.34
H -11.50000 5.70300 -34.70000 0.47
H -12.88800 4.49500 -33.07100 -1.56
H -13.58200 2.71500 -34.42600 0.68
H -12.82200 1.95500 -33.19200 0.01
H -12.04100 2.04600 -34.72800 0.33
H -11.17400 4.62500 -32.18400 -0.23
C -17.60300 5.47400 -28.14500 -1.04
O -17.16500 4.11900 -28.35600 -0.34
H -17.20800 5.87000 -27.28200 0.37
H -18.64300 5.50200 -27.91100 0.44
H -17.40600 6.22900 -28.91800 0.16
H -17.93400 3.55100 -28.42300 0.33

112
Properties=species:S:1:pos:R:3:mulliken_charge:R:1 method="wB97M-V/def2-TZVPD" total_charge=0 e_tot_ha=-2161.151773 lumo_ev=0.1328 homo_lumo_gap_ev=9.915 e_above_lowest_kcal_mol=96.0 smiles=OCCO.OCCO.OCCO.OCCO.CCO.CCO.CCO.CCO.CCO.CCO.CCO.CCO
O 0.65890 4.57002 5.32238 -0.49
C 0.90388 3.89574 6.56814 -0.49
C 2.27563 3.37455 6.81273 -0.33
O 2.70243 2.49872 5.85896 -0.49
H 1.26751 5.29615 5.16767 0.28
H 0.71561 4.62723 7.35401 0.30
H 0.19244 3.07495 6.65897 0.30
H 2.25410 2.93616 7.81045 0.27
H 2.96729 4.21696 6.81979 0.31
H 3.64349 2.37285 6.00095 0.32
O 4.38015 -5.40617 1.84652 -0.51
C 3.27881 -6.31794 1.92657 -0.32
C 3.58520 -7.54772 1.01071 -0.42
O 4.54162 -8.30281 1.73151 -0.51
H 4.02836 -4.53141 1.66584 0.32
H 3.00683 -6.61860 2.93836 0.27
H 2.38939 -5.84767 1.50720 0.30
H 3.81551 -7.36588 -0.03905 0.30
H 2.68761 -8.16524 1.04389 0.27
H 4.17878 -8.55935 2.58247 0.31
O 2.59476 1.88917 -9.43666 -0.54
C 2.87741 2.23029 -8.11244 -0.45
C 2.25984 3.56747 -7.70697 -0.28
O 2.69901 4.54699 -8.62673 -0.50
H 3.29224 1.33724 -9.79790 0.31
H 2.47942 1.41400 -7.50964 0.30
H 3.95383 2.18233 -7.94777 0.32
H 2.71194 3.84782 -6.75560 0.26
H 1.19434 3.45680 -7.50554 0.24
H 2.81913 4.05959 -9.44503 0.34
O -1.44143 -5.78713 7.28363 -0.52
C -1.44560 -4.50479 6.65902 -0.31
C -0.47775 -3.58876 7.45257 -0.46
O -0.94002 -3.20881 8.75653 -0.51
H -1.81154 -6.45120 6.69743 0.29
H -1.12681 -4.52850 5.61695 0.33
H -2.44048 -4.07128 6.76085 0.28
H -0.48208 -2.60637 6.98035 0.28
H 0.57616 -3.85741 7.52479 0.30
H -1.31277 -4.01034 9.13096 0.32
C -0.73547 -0.01869 0.99664 -0.90
C 0.42089 0.45857 0.05708 -0.29
O 1.65716 0.03730 0.60659 -0.52
H -0.71637 -1.08574 1.21832 0.26
H -1.65892 0.20863 0.46405 0.30
H -0.74484 0.58526 1.90398 0.29
H 0.42557 1.54185 -0.06369 0.24
H 0.26466 0.03458 -0.93485 0.30
H 1.78701 0.54746 1.40938 0.31
C -3.26075 5.63574 -2.14358 -0.97
C -2.84030 6.25313 -0.79176 -0.19
O -3.48822 5.54496 0.26969 -0.52
H -2.52304 5.99780 -2.85967 0.31
H -4.24699 5.95350 -2.48193 0.27
H -3.24699 4.54607 -2.16649 0.29
H -3.09497 7.30622 -0.67238 0.25
H -1.76610 6.17092 -0.62608 0.27
H -2.92908 5.61415 1.04698 0.29
C 4.36390 7.39945 1.61775 -1.02
C 4.45799 8.44377 2.71840 -0.18
O 3.18353 8.75385 3.15905 -0.50
H 3.65674 6.62393 1.91199 0.27
H 5.30962 7.01467 1.23609 0.33
H 3.93854 7.82566 0.70917 0.28
H 4.95470 9.31668 2.29484 0.30
H 5.04912 8.07533 3.55680 0.21
H 3.16662 9.71003 3.07512 0.32
C 0.93978 -6.70997 -5.42709 -0.93
C 0.89195 -5.34295 -4.70097 -0.25
O -0.36848 -5.36857 -4.03381 -0.49
H 0.81075 -7.49576 -4.68279 0.26
H 1.90056 -6.95588 -5.87935 0.33
H 0.07160 -6.83960 -6.07328 0.27
H 1.16395 -4.57694 -5.42716 0.21
H 1.65551 -5.14351 -3.94912 0.29
H -1.05669 -5.28000 -4.69723 0.30
C -3.21392 -1.68778 -7.88057 -1.06
C -4.46109 -2.55296 -7.93921 -0.14
O -4.05821 -3.81886 -7.43033 -0.51
H -3.26949 -0.75470 -8.44126 0.34
H -2.28837 -2.18150 -8.17671 0.30
H -3.02925 -1.39377 -6.84734 0.27
H -4.87629 -2.58235 -8.94661 0.26
H -5.24457 -2.06414 -7.36016 0.25
H -4.82379 -4.29681 -7.10315 0.29
C -8.11532 -4.81822 0.18314 -0.99
C -6.78104 -4.31236 -0.42717 -0.23
O -5.74589 -5.24857 -0.22709 -0.52
H -7.91676 -5.12319 1.21060 0.28
H -8.47809 -5.61500 -0.46619 0.27
H -8.80980 -3.98299 0.27359 0.34
H -6.54230 -3.40256 0.12362 0.25
H -6.85336 -4.04377 -1.48109 0.30
H -4.94681 -4.90869 -0.63642 0.30
C -7.18176 0.62928 5.36554 -0.85
C -8.45445 1.12485 6.07406 -0.33
O -8.17245 2.39419 6.73343 -0.52
H -7.46766 -0.36092 5.01079 0.28
H -6.38782 0.44182 6.08847 0.24
H -6.95931 1.34112 4.57062 0.31
H -8.78502 0.40842 6.82609 0.31
H -9.22926 1.27013 5.32130 0.25
H -8.08409 3.05823 6.04579 0.30
C 8.43334 2.34934 -2.08927 -0.96
C 9.70426 2.54566 -2.93308 -0.29
O 10.25202 3.82311 -2.81033 -0.52
H 8.01427 1.34328 -2.10712 0.32
H 7.64329 3.00743 -2.45098 0.26
H 8.56318 2.46495 -1.01322 0.30
H 9.79421 2.19590 -3.96152 0.34
H 10.42232 1.88261 -2.45053 0.24
H 10.50314 3.96908 -1.89533 0.31